# C20H62N4O9

A molecular structure, C20H62N4O9 (ωB97M-V/def2-TZVPD, OMol25).

Element x y z (Å)
O 22.021 -16.421 -2.353
H 22.589 -15.725 -2.022
H 21.431 -16.616 -1.625
O 23.472 -20.184 -1.894
H 22.673 -19.670 -2.014
H 23.987 -20.013 -2.683
O 18.624 -17.957 -0.817
H 18.407 -18.888 -0.773
H 17.807 -17.532 -1.078
C 24.804 -22.335 3.785
C 23.963 -21.302 3.016
C 23.450 -21.822 1.633
O 22.915 -20.719 0.931
C 22.475 -21.093 -0.382
N 22.768 -21.084 3.786
H 25.050 -22.141 4.830
H 25.782 -22.553 3.357
H 24.298 -23.298 3.843
H 24.528 -20.381 2.876
H 22.693 -22.598 1.741
H 24.237 -22.234 1.001
H 21.604 -21.746 -0.338
H 23.285 -21.590 -0.916
H 22.157 -20.199 -0.918
H 22.171 -20.444 3.282
H 23.007 -20.654 4.668
C 24.463 -16.893 0.449
C 25.659 -15.865 0.283
C 25.247 -14.460 0.857
O 23.923 -14.052 0.460
C 23.541 -12.774 1.088
N 26.857 -16.405 0.943
H 24.788 -17.933 0.401
H 23.644 -16.693 -0.241
H 24.068 -16.747 1.454
H 25.885 -15.693 -0.769
H 25.926 -13.655 0.574
H 25.385 -14.439 1.938
H 22.479 -12.675 0.864
H 24.064 -11.892 0.720
H 23.511 -12.889 2.172
H 26.749 -16.373 1.946
H 26.964 -17.397 0.785
C 21.349 -19.614 -4.298
C 20.880 -19.328 -2.877
C 20.805 -20.604 -2.015
O 19.626 -21.344 -2.169
C 19.481 -22.588 -1.380
N 21.846 -18.403 -2.299
H 22.400 -19.899 -4.341
H 21.371 -18.691 -4.877
H 20.762 -20.381 -4.803
H 19.924 -18.821 -3.005
H 20.866 -20.299 -0.970
H 21.745 -21.097 -2.263
H 18.457 -22.802 -1.073
H 19.997 -22.456 -0.429
H 19.988 -23.447 -1.821
H 21.455 -18.033 -1.444
H 22.077 -17.590 -2.851
C 20.467 -17.882 3.113
C 21.064 -18.227 4.456
C 22.304 -17.406 4.924
O 23.128 -17.085 3.729
C 23.907 -18.195 3.267
N 19.989 -18.118 5.454
H 21.299 -17.968 2.413
H 20.283 -16.808 3.133
H 19.621 -18.525 2.872
H 21.264 -19.298 4.437
H 22.843 -17.905 5.729
H 21.934 -16.452 5.299
H 24.460 -17.785 2.422
H 23.358 -18.986 2.758
H 24.680 -18.618 3.909
H 19.369 -18.901 5.305
H 20.476 -18.505 6.250
C 26.478 -18.792 -0.542
C 25.239 -19.648 -0.579
O 25.239 -20.617 0.526
H 26.679 -18.331 0.425
H 26.445 -17.999 -1.289
H 27.333 -19.454 -0.682
H 25.264 -20.240 -1.494
H 24.271 -19.148 -0.603
H 24.330 -20.804 0.771
C 22.452 -18.220 0.311
C 20.954 -18.215 0.134
O 20.459 -17.334 -0.834
H 22.840 -17.267 0.671
H 23.030 -18.455 -0.583
H 22.659 -18.920 1.120
H 20.536 -17.942 1.103
H 20.577 -19.214 -0.084
H 19.510 -17.423 -0.947

Output
HOMO level	-7.75	eV
DFT total energy	-1694.52619	Eh
energy above the lowest of the compared OMol25 structures with the same formula, charge and spin	21.008	eV
largest force on an atom	11.9	eV/A

Mulliken population analysis, charges in e, atoms 1 to 6: -0.7459, 0.2298, 0.3003, -0.4686, -1.4731, 0.4964

***

# C20H62O11

11 unconnected molecules or ions with the total composition C20H62O11 (ωB97M-V/def2-TZVPD, OMol25).

Element x y z (Å)
C -0.457 -5.440 -2.789
C -0.544 -3.953 -2.415
O 0.674 -3.460 -1.849
H -1.458 -5.808 -3.017
H 0.015 -6.096 -2.057
H 0.171 -5.444 -3.680
H -1.366 -3.873 -1.703
H -0.881 -3.357 -3.263
H 0.502 -2.574 -1.523
C -2.577 3.305 -0.737
C -3.945 3.965 -0.857
O -4.133 4.713 0.313
H -2.327 2.777 -1.658
H -2.634 2.555 0.051
H -1.879 4.095 -0.460
H -4.716 3.198 -0.930
H -3.978 4.588 -1.750
H -5.042 4.999 0.430
C 0.644 2.275 -3.290
C -0.188 1.438 -4.262
O -1.047 0.592 -3.533
H -0.041 2.871 -2.686
H 1.224 3.026 -3.827
H 1.323 1.803 -2.581
H 0.569 0.945 -4.871
H -0.809 2.083 -4.884
H -1.493 0.006 -4.149
C -1.402 -4.735 1.312
C -2.200 -3.439 1.412
O -3.264 -3.804 2.237
H -0.514 -4.531 0.713
H -1.939 -5.556 0.837
H -1.012 -5.084 2.268
H -2.535 -2.981 0.482
H -1.603 -2.687 1.928
H -3.767 -4.493 1.797
C -4.533 0.319 0.571
C -5.057 -0.247 -0.708
O -6.511 -0.220 -0.607
H -4.935 -0.195 1.444
H -4.702 1.395 0.630
H -3.456 0.154 0.573
H -4.676 -1.263 -0.817
H -4.701 0.362 -1.538
H -6.767 -0.718 0.173
C 4.119 -1.637 -1.532
C 3.353 -0.307 -1.467
O 4.093 0.583 -0.616
H 4.741 -1.745 -0.643
H 4.773 -1.610 -2.403
H 3.509 -2.529 -1.675
H 2.442 -0.392 -0.875
H 3.158 0.200 -2.412
H 3.568 1.359 -0.405
C 4.196 3.788 -1.300
C 2.862 4.028 -0.557
O 2.446 2.711 -0.243
H 5.005 3.726 -0.572
H 4.481 4.669 -1.875
H 4.264 2.874 -1.890
H 2.172 4.556 -1.216
H 3.057 4.592 0.355
H 1.800 2.795 0.463
C 1.922 -3.402 1.785
C 1.998 -4.247 3.100
O 1.977 -3.328 4.203
H 2.810 -2.782 1.663
H 1.067 -2.727 1.783
H 1.855 -4.036 0.901
H 2.827 -4.950 3.032
H 1.022 -4.721 3.205
H 1.776 -3.904 4.944
C 1.254 4.608 3.333
C 0.113 4.245 2.389
O 0.411 3.113 1.628
H 0.958 5.440 3.973
H 2.200 4.813 2.832
H 1.410 3.811 4.060
H -0.172 5.081 1.750
H -0.731 3.969 3.022
H -0.129 2.395 1.966
C -0.170 -0.125 -0.117
O -0.085 -0.764 -1.419
H 0.220 -0.783 0.660
H 0.433 0.783 -0.131
H -1.179 0.124 0.212
H -0.444 -0.157 -2.070
C 2.275 0.033 3.475
O 1.158 -0.746 3.894
H 2.140 1.090 3.705
H 3.179 -0.170 4.049
H 2.421 -0.160 2.412
H 1.409 -1.673 3.890

Output
SMILES	CCO.CCO.CCO.CCO.CCO.CCO.CCO.CCO.CCO.CO.CO
HOMO level	-9.10	eV
DFT total energy	-1626.67994	Eh
energy above the lowest of the compared OMol25 structures with the same formula, charge and spin	0.756	eV
largest force on an atom	2.9	eV/A

Mulliken population analysis, charges in e, atoms 1 to 6: -1.4315, 0.2349, -0.4506, 0.3835, 0.3109, 0.3663

***

# C20H63N5O9

9 unconnected molecules or ions with the total composition C20H63N5O9 (ωB97M-V/def2-TZVPD, OMol25).

Element x y z (Å)
C 25.493 3.081 22.617
O 26.160 1.867 22.560
C 27.573 1.995 22.490
C 28.188 0.649 22.890
C 29.695 0.568 22.921
N 27.704 -0.407 21.996
H 25.802 3.772 21.819
H 25.644 3.677 23.529
H 24.410 3.029 22.508
H 27.795 2.265 21.451
H 27.853 2.764 23.221
H 27.842 0.365 23.888
H 30.041 -0.405 23.262
H 30.143 1.301 23.600
H 30.110 0.799 21.935
H 28.024 -0.271 21.041
H 26.693 -0.299 21.946
C 15.239 7.186 28.412
O 14.900 7.606 27.100
C 13.504 7.739 26.847
C 13.299 8.851 25.848
C 11.840 9.326 25.700
N 13.776 8.417 24.523
H 16.326 7.209 28.373
H 14.825 6.195 28.637
H 14.753 7.800 29.179
H 13.043 6.832 26.442
H 13.054 7.991 27.812
H 13.924 9.708 26.126
H 11.184 8.494 25.450
H 11.865 10.080 24.916
H 11.477 9.807 26.609
H 14.774 8.180 24.612
H 13.992 9.238 23.951
C 21.563 3.661 23.683
O 20.934 4.615 24.530
C 19.519 4.490 24.333
C 18.754 5.001 25.542
C 17.258 4.952 25.379
N 19.174 6.412 25.817
H 21.193 3.782 22.660
H 21.334 2.622 23.926
H 22.637 3.816 23.701
H 19.252 4.958 23.381
H 19.234 3.439 24.211
H 19.050 4.314 26.341
H 16.790 5.518 26.182
H 16.890 3.931 25.240
H 16.936 5.439 24.451
H 20.110 6.349 25.403
H 19.499 6.447 26.786
C 16.031 2.798 21.912
O 15.965 3.820 20.949
C 14.757 4.573 21.006
C 14.922 5.954 20.360
C 16.049 6.787 20.991
N 13.682 6.718 20.436
H 16.568 2.008 21.374
H 15.026 2.421 22.148
H 16.479 3.096 22.869
H 13.957 3.991 20.543
H 14.470 4.820 22.038
H 15.129 5.834 19.293
H 17.035 6.344 21.101
H 15.641 7.027 21.981
H 16.200 7.762 20.529
H 12.848 6.138 20.319
H 13.509 6.910 21.431
C 19.116 4.657 20.201
O 20.270 4.416 19.419
C 20.626 3.052 19.266
C 22.063 2.899 18.789
C 22.470 1.534 18.305
N 22.873 3.277 19.977
H 18.870 3.812 20.853
H 18.300 4.998 19.570
H 19.371 5.384 20.980
H 20.454 2.457 20.170
H 19.897 2.649 18.547
H 22.307 3.639 18.016
H 23.538 1.462 18.107
H 21.849 1.251 17.449
H 22.267 0.707 18.994
H 22.379 4.117 20.283
H 23.764 3.604 19.613
O 24.992 4.828 26.285
H 24.483 4.319 25.644
H 25.506 4.169 26.764
O 19.197 4.648 28.724
H 18.983 5.420 29.260
H 20.054 4.355 29.052
O 22.492 0.442 24.864
H 22.613 -0.436 24.487
H 21.690 0.370 25.394
O 16.893 8.269 25.489
H 17.650 7.664 25.614
H 16.219 7.988 26.156

Output
SMILES	COC[C@H](C)N.COC[C@H](C)N.COC[C@H](C)N.COC[C@H](C)N.COC[C@H](C)N.O.O.O.O
HOMO level	-9.23	eV
DFT total energy	-1750.59606	Eh
energy above the lowest of the compared OMol25 structures with the same formula, charge and spin	2.245	eV
largest force on an atom	1.9	eV/A

Mulliken population analysis, charges in e, atoms 1 to 6: -0.6026, -0.2860, -0.6040, 0.4963, -1.4663, -0.7427